No. 1
DFT (the ωB97M-V functional and the def2-TZVPD basis) results for a structure of composition C6H13NO10Tl at a distorted geometry.

Geometry (Å):
Tl (-14.824, 16.408, -12.824)
O (-18.534, 15.498, -15.960)
O (-18.062, 13.538, -15.377)
O (-11.164, 19.107, -14.526)
O (-12.571, 18.003, -13.160)
O (-17.316, 18.773, -11.101)
O (-16.697, 15.208, -14.692)
O (-17.502, 16.774, -12.082)
O (-15.832, 19.112, -12.609)
O (-11.061, 19.522, -12.451)
O (-17.690, 20.195, -12.583)
N (-16.923, 19.377, -12.131)
C (-11.310, 19.263, -11.070)
C (-11.187, 18.198, -15.618)
C (-18.307, 16.891, -16.100)
C (-11.721, 18.862, -13.365)
C (-17.310, 12.617, -14.577)
C (-17.686, 14.782, -15.262)
H (-10.474, 18.501, -16.378)
H (-10.883, 17.218, -15.239)
H (-18.787, 17.202, -17.021)
H (-10.772, 18.355, -10.792)
H (-18.252, 16.158, -12.187)
H (-12.371, 19.116, -10.872)
H (-17.679, 11.633, -14.829)
H (-17.519, 12.855, -13.533)
H (-17.247, 17.129, -16.172)
H (-10.914, 20.094, -10.501)
H (-16.238, 12.716, -14.723)
H (-18.741, 17.410, -15.246)
H (-12.155, 18.132, -16.117)

**Total charge**: +1
**HOMO**: -0.518 hartree
**Strongest force on any atom**: 3.326 eV/Å
**LUMO energy**: -9.2 eV

Results of the Löwdin charge analysis, in e, for atoms 1 through 8: 1.17, 0.04, 0.05, 0.03, -0.09, 0.20, -0.05, -0.07

=====

No. 2
DFT (the ωB97M-V functional and the def2-TZVPD basis) results for a cluster of 2 separate species, C6H13NO2 in total at a distorted geometry.

Geometry (Å):
O (1.795, 0.016, -0.660)
O (-1.729, -0.153, -1.124)
N (0.429, -1.710, -1.121)
C (-0.631, 1.415, 0.262)
C (-0.532, 0.543, -1.045)
C (-0.035, -2.828, -0.865)
C (-0.152, 1.326, -2.275)
C (0.695, -0.409, -0.867)
C (0.868, 0.019, 3.379)
H (-0.245, -3.206, 0.159)
H (0.217, 0.439, 4.039)
H (-1.657, -0.776, -1.809)
H (0.421, 1.846, 0.566)
H (0.850, 1.822, -2.202)
H (-0.262, -3.405, -1.779)
H (0.614, -1.097, 3.208)
H (-0.814, 2.214, -2.236)
H (-1.235, 2.278, 0.196)
H (-0.815, 0.736, 1.113)
H (1.827, -0.240, 3.804)
H (-0.492, 0.726, -3.172)
H (0.882, 0.444, 2.428)

**HOMO**: -0.348 hartree
**Strongest force on any atom**: 5.221 eV/Å
**LUMO energy**: 0.6 eV
**SMILES**: C=NC(=O)C(C)(C)O.C

Results of the Löwdin charge analysis, in e, for atoms 1 through 8: 0.08, 0.02, 0.11, 0.00, -0.56, 0.01, -0.02, -0.47

=====

No. 3
DFT (the ωB97M-V functional and the def2-TZVPD basis) results for an isolated molecule of C6H13NO2 at a distorted geometry.

Geometry (Å):
O (-1.379, 0.882, 0.107)
O (1.509, 0.620, 1.633)
N (-1.047, -0.795, -1.823)
C (1.112, 0.048, 0.394)
C (1.420, 1.109, -0.662)
C (-2.599, 0.828, 0.800)
C (-0.394, -0.276, 0.427)
C (-0.870, -1.211, -0.591)
C (1.903, -1.240, 0.127)
H (2.481, 1.344, -0.616)
H (-3.213, -0.015, 0.462)
H (1.672, -1.628, -0.866)
H (1.641, -2.009, 0.857)
H (-0.678, -0.596, 1.439)
H (0.855, 2.012, -0.449)
H (-2.455, 0.734, 1.882)
H (1.454, -0.054, 2.321)
H (-1.384, -1.436, -2.527)
H (-3.124, 1.762, 0.609)
H (2.970, -1.027, 0.208)
H (-1.065, 0.196, -2.071)
H (1.190, 0.751, -1.662)

**HOMO**: -0.279 hartree
**Strongest force on any atom**: 3.196 eV/Å
**LUMO energy**: 0.9 eV

Results of the Löwdin charge analysis, in e, for atoms 1 through 8: -0.21, -0.01, 0.09, -0.58, -0.01, -0.13, -0.25, -0.09

=====

No. 4
DFT (the ωB97M-V functional and the def2-TZVPD basis) results for a cluster of 2 separate species, C6H13NO2 in total at a distorted geometry.

Geometry (Å):
O (-0.275, -3.659, -1.453)
O (0.885, -3.048, 1.718)
N (-1.861, 2.211, -1.510)
C (-1.408, 1.135, -0.702)
C (1.089, -0.971, 0.527)
C (-0.375, 1.131, 0.143)
C (1.395, -1.967, 1.577)
C (-0.067, -0.053, 1.011)
C (0.561, 2.289, 0.218)
H (-1.531, 2.137, -2.473)
H (-0.749, -3.015, -1.988)
H (-0.913, -0.718, 1.216)
H (1.008, 2.516, 1.179)
H (0.723, -1.271, -0.453)
H (1.984, -0.361, 0.357)
H (0.129, 3.166, -0.257)
H (-1.990, 0.246, -0.914)
H (2.079, -1.592, 2.371)
H (-1.481, 3.131, -1.313)
H (1.465, 2.238, -0.463)
H (-0.917, -3.890, -0.778)
H (0.249, 0.346, 1.985)

**HOMO**: -0.317 hartree
**Strongest force on any atom**: 2.134 eV/Å
**LUMO energy**: 0.7 eV
**SMILES**: C/C(=C\N)CCC=O.O

Results of the Löwdin charge analysis, in e, for atoms 1 through 8: -0.06, 0.06, 0.02, -0.17, -0.16, -0.31, -0.29, -0.17

=====

No. 5
DFT (the ωB97M-V functional and the def2-TZVPD basis) results for an isolated molecule of C6H13NO2 at a distorted geometry.

Geometry (Å):
O (1.037, 0.663, 0.137)
O (1.826, -0.462, -1.928)
N (0.101, -2.313, -0.839)
C (-1.683, 0.752, 0.470)
C (-0.403, -0.962, -0.869)
C (-0.638, -0.315, 0.411)
C (1.417, 2.024, 0.220)
C (-0.280, -0.995, 1.686)
C (0.851, 0.080, -1.409)
H (-0.461, -2.937, -1.404)
H (0.717, 2.674, -0.321)
H (-1.755, 1.300, -0.470)
H (-1.202, -0.784, -1.593)
H (1.049, -2.318, -1.219)
H (-1.498, 1.450, 1.288)
H (-0.166, -0.278, 2.500)
H (0.623, -1.587, 1.565)
H (2.418, 2.154, -0.202)
H (0.356, 0.944, -1.894)
H (1.439, 2.318, 1.271)
H (-1.093, -1.686, 1.944)
H (-2.654, 0.276, 0.655)

**HOMO**: -0.307 hartree
**Strongest force on any atom**: 1.090 eV/Å
**LUMO energy**: 0.5 eV

Results of the Löwdin charge analysis, in e, for atoms 1 through 8: -0.22, -0.03, 0.06, -0.02, -0.27, -0.26, -0.10, -0.02

=====

No. 6
DFT (the ωB97M-V functional and the def2-TZVPD basis) results for a cluster of 2 separate species, C6H13NO2S in total at a distorted geometry.

Geometry (Å):
S (-0.867, 0.147, 0.834)
O (-2.244, -0.077, 0.584)
O (-0.534, 0.993, 1.998)
N (-0.331, -1.441, 1.210)
C (0.223, 3.169, -0.283)
C (0.455, 2.183, -1.391)
C (0.132, 0.935, -1.337)
C (-0.810, -2.545, 0.423)
C (0.143, -0.380, -2.087)
C (0.965, -1.428, 1.920)
H (-0.682, 3.687, -0.459)
H (0.967, 2.605, -2.326)
H (0.938, 3.897, -0.101)
H (0.005, -3.080, 0.064)
H (-1.340, -2.991, 1.155)
H (-0.269, -0.007, -3.006)
H (-0.527, -1.091, -1.628)
H (1.810, -1.851, 1.321)
H (-1.418, -2.171, -0.317)
H (0.898, -1.977, 2.864)
H (1.105, -0.826, -2.298)
H (0.155, 2.685, 0.749)
H (1.226, -0.437, 2.109)

**HOMO (alpha / beta)**: -0.316 / -0.316 hartree
**Strongest force on any atom**: 4.227 eV/Å
**LUMO energy (alpha / beta)**: -0.4 / -0.4 eV

Results of the Löwdin charge analysis, in e, for atoms 1 through 8: 0.72, -0.34, -0.38, -0.34, -0.09, -0.17, -0.08, -0.09

=====

No. 7
DFT (the ωB97M-V functional and the def2-TZVPD basis) results for an isolated molecule of C6H13NO2S at a distorted geometry.

Geometry (Å):
S (2.327, 0.411, -1.005)
O (2.848, 1.375, -0.093)
O (3.116, 0.157, -2.182)
N (0.144, 1.211, 1.092)
C (-1.040, -1.323, 1.303)
C (-1.140, -0.566, -0.018)
C (-2.320, 0.369, -0.295)
C (0.541, 0.971, -1.333)
C (1.904, -0.966, -0.066)
C (-0.001, 0.475, 0.022)
H (-1.981, 1.282, 0.149)
H (0.009, -1.664, 1.443)
H (1.496, -1.746, -0.628)
H (-0.982, -1.326, -0.915)
H (-2.632, 0.419, -1.370)
H (1.004, 1.770, 1.242)
H (-1.516, -2.291, 1.309)
H (2.522, -1.271, 0.710)
H (0.566, 2.088, -1.466)
H (-1.601, -0.949, 2.274)
H (-0.385, 0.976, 1.942)
H (-3.205, 0.090, 0.234)
H (0.327, 0.508, -2.348)

**HOMO**: -0.286 hartree
**Strongest force on any atom**: 4.544 eV/Å
**LUMO energy**: 0.4 eV

Results of the Löwdin charge analysis, in e, for atoms 1 through 8: 0.55, -0.35, -0.33, 0.14, -0.10, -0.36, -0.06, -0.13

=====

No. 8
DFT (the ωB97M-V functional and the def2-TZVPD basis) results for a cluster of 2 separate species, C6H13NO2S in total at a distorted geometry.

Geometry (Å):
S (-2.644, 0.308, -1.363)
O (-2.691, 1.380, -2.375)
O (-2.431, -1.044, -1.824)
N (-0.412, 0.584, -0.493)
C (-0.217, -0.735, 0.197)
C (-1.298, -1.141, 1.256)
C (0.816, 0.017, -2.582)
C (1.200, -0.763, 0.694)
C (0.165, 0.818, -1.730)
C (-0.338, 1.873, 0.567)
H (0.105, 1.951, -1.973)
H (-0.221, -1.365, -0.646)
H (1.591, -1.782, 0.634)
H (1.597, -0.348, 1.692)
H (1.076, 0.412, -3.527)
H (-0.985, 2.626, 0.068)
H (-2.351, -1.165, 1.003)
H (-1.169, -0.571, 2.192)
H (0.642, 2.061, 0.798)
H (1.705, -0.090, 0.075)
H (-0.985, 1.600, 1.399)
H (-1.212, -2.153, 1.419)
H (0.940, -1.077, -2.327)

**HOMO**: -0.319 hartree
**Strongest force on any atom**: 6.153 eV/Å
**LUMO energy**: 0.3 eV

Results of the Löwdin charge analysis, in e, for atoms 1 through 8: 0.84, -0.45, -0.42, -0.24, -0.41, -0.04, 0.03, -0.07

=====

No. 9
DFT (the ωB97M-V functional and the def2-TZVPD basis) results for a cluster of 2 separate species, C6H13NO3 in total at a distorted geometry.

Geometry (Å):
O (0.590, -0.829, -0.187)
O (1.083, -2.700, 1.284)
O (1.596, 0.546, 1.579)
N (-3.388, 0.888, 0.000)
C (-2.480, 0.250, -0.902)
C (2.892, 0.314, -0.486)
C (1.801, -0.283, 0.474)
C (4.351, 0.034, -0.082)
C (1.103, -1.670, 0.684)
C (-4.460, -0.067, 0.389)
H (-5.222, -0.366, -0.299)
H (-3.014, 0.009, -1.798)
H (2.699, -0.127, -1.475)
H (2.639, 1.341, -0.469)
H (-3.658, 1.745, -0.536)
H (-5.095, 0.446, 1.225)
H (4.964, 0.670, -0.669)
H (4.737, -1.054, -0.203)
H (-1.569, 0.895, -1.122)
H (4.565, 0.126, 1.021)
H (2.052, 1.386, 1.361)
H (-2.208, -0.612, -0.531)
H (-3.979, -0.941, 0.741)

**HOMO**: -0.316 hartree
**Strongest force on any atom**: 5.303 eV/Å
**LUMO energy**: 0.7 eV
**SMILES**: CC[C@@]1(O)OC1=O.CNC

Results of the Löwdin charge analysis, in e, for atoms 1 through 8: 0.15, 0.16, 0.05, -0.18, -0.18, -0.14, -0.33, -0.09

=====

No. 10
DFT (the ωB97M-V functional and the def2-TZVPD basis) results for an isolated molecule of C6H13NOS2 at a distorted geometry.

Geometry (Å):
S (0.099, 0.627, -1.110)
S (2.377, -1.357, -0.064)
O (1.429, -2.473, -0.157)
N (2.477, 1.252, -0.247)
C (-1.540, -1.683, -1.105)
C (-0.886, -0.393, 1.228)
C (-2.364, 0.600, -0.337)
C (-1.281, -0.395, -0.260)
C (3.897, 1.253, 0.081)
C (1.772, 0.159, -0.434)
H (-0.081, -1.047, 1.435)
H (4.616, 1.434, -0.843)
H (-2.114, -1.483, -1.904)
H (4.132, 1.989, 0.836)
H (-0.661, -2.159, -1.331)
H (-2.115, -2.477, -0.621)
H (4.052, 0.114, 0.265)
H (-2.120, 1.625, 0.136)
H (-1.772, -0.844, 1.600)
H (-2.621, 0.836, -1.321)
H (2.257, 2.075, -0.641)
H (-3.255, 0.209, 0.025)
H (-0.756, 0.536, 1.687)

**HOMO**: -0.284 hartree
**Strongest force on any atom**: 4.329 eV/Å
**LUMO energy**: 0.6 eV

Results of the Löwdin charge analysis, in e, for atoms 1 through 8: 0.96, 0.86, -0.61, -0.17, -0.05, -0.09, -0.18, -0.72

=====

No. 11
DFT (the ωB97M-V functional and the def2-TZVPD basis) results for a structure of composition C6H13NOS2 at a distorted geometry.

Geometry (Å):
S (-2.796, -0.049, -1.765)
S (-2.581, 0.061, 0.190)
O (-2.955, -1.032, 1.030)
N (-3.362, 1.357, 0.815)
C (1.547, -1.473, 0.169)
C (1.827, 0.787, -0.417)
C (0.304, 1.040, -0.450)
C (2.186, -0.602, -0.859)
C (0.058, -1.320, 0.204)
C (-0.300, 0.112, 0.624)
H (-0.030, 0.771, -1.483)
H (2.467, 1.573, -0.852)
H (-0.231, -1.487, -0.908)
H (-2.840, 1.862, 1.620)
H (-0.433, -1.960, 0.899)
H (2.206, 0.881, 0.773)
H (1.573, -0.691, -1.800)
H (3.295, -0.606, -0.847)
H (-0.226, 0.410, 1.638)
H (1.963, -2.487, 0.196)
H (0.166, 2.099, -0.200)
H (2.001, -1.293, 1.222)
H (-3.837, 2.046, 0.203)

**HOMO**: -0.319 hartree
**Strongest force on any atom**: 4.803 eV/Å
**LUMO energy**: 0.2 eV

Results of the Löwdin charge analysis, in e, for atoms 1 through 8: 0.22, 0.28, -0.45, -0.21, -0.27, -0.25, -0.23, -0.22